# C8H13B2NO6

A 2-piece molecular cluster, C8H13B2NO6 overall (the ωB97M-V functional and the def2-TZVPD basis, OMol25).

Atoms and positions in Å:
C 2.0454 -3.1736 0.9131
C 1.6143 -1.7310 1.1559
O 0.1884 -1.6005 1.1920
B -0.5577 -1.8009 0.0564
B -1.6061 -3.1697 -0.1248
N -2.6634 -3.5080 0.7852
O -1.4286 -4.0059 -1.2237
H 2.3194 -3.3488 -0.1282
H 1.2253 -3.8461 1.1694
H 2.8935 -3.4429 1.5420
H 2.0142 -1.0604 0.3880
H 1.9819 -1.3676 2.1135
H -0.4199 -0.9778 -0.8248
H -2.8242 -2.7881 1.4807
H -2.5182 -4.3663 1.3054
H -0.6296 -4.5427 -1.2573
C -1.5590 2.8893 -0.6078
C -0.7027 2.1142 0.0810
C 0.7988 2.3841 0.1201
O 1.4605 1.6053 0.7857
C 1.3276 3.5043 -0.6141
C 0.4701 4.2778 -1.2999
C -1.0320 4.0161 -1.3284
O -1.6889 4.8085 -1.9832
O 0.8167 5.3307 -2.0126
O -1.0489 1.0554 0.7769
H -2.6227 2.7019 -0.6416
H 2.3926 3.6853 -0.5909
H -0.0174 5.6864 -2.3867
H -0.2293 0.6711 1.1586

Values from the calculation:
E_LUMO	-1.33	eV
HOMO energy	-8.950	eV
SMILES	O=C1C=C(O)C(=O)C=C1O.CCOBB(N)O
frontier orbital gap	7.621	eV

Löwdin atomic charge list, values in e, 6 entries: -0.055 -0.238 -0.055 -0.160 -0.519 0.158

***

# C4H8N2

One molecule with the formula C4H8N2 at a distorted geometry (the ωB97M-V functional and the def2-TZVPD basis, OMol25).

Atoms and positions in Å:
C -1.1614 1.6478 0.4245
C -0.1827 0.7602 0.1870
C 1.2597 1.1330 0.1755
C 0.1647 -1.6255 -0.0805
N -1.8852 -0.5105 -0.6958
N -0.6737 -0.4653 -0.2313
H -1.0670 2.7503 0.2529
H 1.6804 1.3462 -0.8267
H 1.2942 2.1469 0.8019
H 1.8098 0.3657 0.6578
H -0.5692 -2.3490 0.2508
H 0.6084 -2.0665 -0.9286
H 0.8453 -1.5539 0.7952
H -2.1233 -1.5793 -0.7827

Values from the calculation:
E_LUMO (spin up / spin down)	0.90 / 0.06	eV
HOMO energy (spin up / spin down)	-7.039 / -8.721	eV
energy above the lowest of the compared OMol25 structures with the same formula, charge and spin	23.5	kcal per mole
2S+1	3
frontier orbital gap (spin up / spin down)	7.936 / 8.780	eV

Löwdin atomic charge list, values in e, 6 entries: 0.148 -0.450 -0.058 -0.044 0.076 -0.320

***

# H20O10

A 10-piece molecular cluster, H20O10 overall at a distorted geometry (the ωB97M-V functional and the def2-TZVPD basis, OMol25).

Atoms and positions in Å:
O 1.8770 0.2414 -2.9561
H 1.6990 -0.5468 -2.4572
H 2.7741 0.1207 -3.3151
O -0.2092 0.2503 -0.0336
H -0.9106 0.0122 0.5934
H 0.1495 -0.5670 -0.3648
O 1.3457 -1.6068 -1.1426
H 0.9361 -2.5047 -1.3464
H 2.2255 -1.6956 -0.9473
O 2.7711 0.8904 0.8088
H 2.2928 1.4072 0.1877
H 2.2095 0.1092 0.8399
O -2.6574 2.3706 -0.7313
H -1.8056 2.2640 -0.2961
H -2.8035 1.4544 -0.8971
O -1.8240 -2.4382 -1.2624
H -2.2754 -3.1156 -1.7765
H -2.1923 -1.5791 -1.5879
O -1.1521 -2.5502 1.3829
H -0.3542 -3.0427 1.4774
H -1.4774 -2.5769 0.4408
O -1.8764 0.0023 1.9962
H -1.6554 -0.9143 2.1409
H -1.2726 0.4138 2.5112
O 0.3863 1.5100 3.0874
H 0.0294 2.1300 2.4670
H 0.7641 2.0377 3.7518
O 1.3151 2.7511 -1.0395
H 0.6998 1.9832 -1.2705
H 0.9910 3.1893 -0.2610

Values from the calculation:
E_LUMO	-0.37	eV
HOMO energy	-10.536	eV
energy above the lowest of the compared OMol25 structures with the same formula, charge and spin	69.7	kcal per mole
SMILES	O.O.O.O.O.O.O.O.O.O
frontier orbital gap	10.167	eV

Löwdin atomic charge list, values in e, 6 entries: -0.052 -0.045 0.052 -0.065 -0.020 -0.030

***

# C31H61GeN6PSeSr

C31H61GeN6PSeSr as an isolated structure (the ωB97M-V functional and the def2-TZVPD basis, OMol25).

Atoms and positions in Å:
Sr 0.5196 -0.4805 -1.0287
C 3.3485 0.1015 1.8262
C 3.2853 1.2280 0.8011
N 2.8250 0.8020 -0.5417
C 3.8485 -0.0188 -1.2216
C 3.5874 -0.1281 -2.7082
N 2.3434 -0.8658 -3.0412
C 2.6281 -2.2059 -3.6167
C 2.8383 -3.3186 -2.5937
C 1.5872 -3.8209 -1.8702
N 1.1566 -2.9776 -0.7264
C 2.0457 -3.1388 0.4429
C 1.4076 -2.5499 1.6900
N 1.1321 -1.0972 1.5871
C 2.0075 -0.2656 2.4449
H 4.0118 0.4226 2.6307
H 3.8194 -0.7855 1.3926
H 4.2724 1.6940 0.7155
H 2.5958 1.9983 1.1565
H 2.7294 1.6539 -1.0901
H 3.8502 -1.0178 -0.7825
H 4.8490 0.4019 -1.0689
H 4.4474 -0.6181 -3.1710
H 3.5297 0.8728 -3.1368
H 1.8625 -0.3323 -3.7591
H 3.5155 -2.1440 -4.2534
H 1.8057 -2.4794 -4.2765
H 3.6113 -3.0333 -1.8752
H 3.2491 -4.1700 -3.1402
H 1.7718 -4.8394 -1.5162
H 0.7545 -3.8794 -2.5725
H 0.2494 -3.3434 -0.4360
H 2.9975 -2.6462 0.2401
H 2.2618 -4.1976 0.6240
H 2.0559 -2.7568 2.5450
H 0.4644 -3.0709 1.8803
H 0.1991 -0.9469 1.9662
H 2.1724 -0.7761 3.3986
H 1.4540 0.6467 2.6759
C -1.8517 -2.1412 -5.0339
C -3.1510 -1.6658 -4.9753
C -3.6052 -1.1347 -3.7819
C -2.7532 -1.0893 -2.6843
N -1.4882 -1.5254 -2.7360
C -1.0726 -2.0472 -3.8965
C -3.2311 -0.4940 -1.4078
C -4.5547 -0.6434 -1.0261
C -5.0182 0.0457 0.0852
C -4.1411 0.8666 0.7654
C -2.8234 0.9176 0.3408
N -2.3512 0.2422 -0.7086
H -1.4460 -2.5728 -5.9381
H -3.7982 -1.7053 -5.8417
H -4.6051 -0.7316 -3.7043
H -0.0604 -2.4235 -3.9104
H -5.2108 -1.2980 -1.5829
H -6.0476 -0.0549 0.4031
H -4.4541 1.4488 1.6208
H -2.1125 1.5187 0.8865
C -0.2281 -0.0764 6.9583
Ge -1.7905 -1.0907 6.3994
C -3.1382 -1.1556 7.7947
C -1.2288 -2.8577 5.8061
C -2.6427 -0.2444 4.8268
Se -1.3860 0.5465 3.5570
C -1.1856 2.2805 4.4137
H 0.3674 -0.6942 7.6322
H -0.5052 0.8296 7.4981
H 0.3937 0.1899 6.1024
H -2.7731 -1.6829 8.6762
H -4.0335 -1.6659 7.4379
H -3.4109 -0.1423 8.0917
H -0.5616 -3.3094 6.5411
H -0.6924 -2.7893 4.8566
H -2.0868 -3.5183 5.6770
H -3.3494 0.5367 5.1077
H -3.1945 -0.9979 4.2635
H -0.8479 2.1498 5.4379
H -2.1361 2.8070 4.3933
H -0.4417 2.8480 3.8579
C 1.8374 4.3069 -4.4268
C 1.9095 2.9568 -3.7124
P 0.4379 2.4623 -2.7060
C -0.9331 2.9168 -3.8424
C -2.3288 2.6719 -3.2728
C 0.4109 3.8210 -1.4543
C -0.3169 3.4364 -0.1671
H 2.8090 4.5567 -4.8531
H 1.5632 5.1132 -3.7451
H 1.1189 4.2914 -5.2447
H 2.7657 2.9572 -3.0300
H 2.0924 2.1612 -4.4416
H -0.7901 2.3389 -4.7600
H -0.8159 3.9690 -4.1047
H -2.4375 1.6524 -2.9061
H -3.0848 2.8389 -4.0401
H -2.5504 3.3514 -2.4480
H -0.0614 4.6996 -1.8986
H 1.4471 4.0954 -1.2387
H -1.3519 3.1643 -0.3730
H -0.3267 4.2628 0.5440
H 0.1631 2.5830 0.3272

Values from the calculation:
E_LUMO	-4.78	eV
HOMO energy	-12.361	eV
energy above the lowest of the compared OMol25 structures with the same formula, charge and spin	16.3	kcal per mole
frontier orbital gap	7.585	eV
charge	+2

Löwdin atomic charge list, values in e, 6 entries: 1.246 -0.156 -0.199 -0.146 -0.206 -0.188